1.
Formula: C38H46BrCl3NO7SSiSn
Source: the OMol25 dataset
Level of theory: the ωB97M-V functional and the def2-TZVPD basis

Structure (XYZ):
```
99
Properties=species:S:1:pos:R:3:lowdin_charge:R:1
Sn 12.338 11.489 11.623 1.44
O 13.094 14.329 11.395 -0.11
C 12.049 14.906 12.193 -0.31
C 10.741 14.163 11.865 -0.57
O 9.828 14.961 11.613 0.07
O 10.631 12.870 11.823 -0.20
C 12.057 16.373 11.706 -0.12
C 12.598 17.371 12.490 -0.01
C 12.672 18.662 12.012 -0.09
C 12.111 19.037 10.823 -0.07
C 11.638 17.989 10.009 -0.07
C 11.642 16.696 10.421 -0.04
C 12.460 14.828 13.724 -0.13
C 13.810 14.917 14.218 -0.03
C 14.087 15.186 15.562 -0.09
C 13.031 15.432 16.416 -0.11
C 11.763 15.178 16.006 -0.09
C 11.455 14.915 14.671 -0.02
H 12.935 14.256 10.385 0.02
H 12.989 17.199 13.505 0.12
H 13.158 19.425 12.553 0.09
H 12.158 20.067 10.461 0.11
H 11.226 18.132 9.015 0.10
H 11.408 15.908 9.740 0.08
H 14.675 14.796 13.521 0.12
H 15.082 15.251 15.947 0.09
H 13.254 15.735 17.430 0.11
H 10.922 15.152 16.738 0.12
H 10.393 14.814 14.355 0.14
O 8.691 6.173 10.066 0.06
C 9.440 7.132 10.694 -0.27
C 8.789 8.105 11.464 0.04
C 9.598 9.221 11.799 -0.09
N 10.819 9.468 11.317 -0.07
C 11.405 8.448 10.651 -0.68
Br 13.229 8.588 10.008 0.73
C 10.828 7.242 10.423 -0.05
H 8.141 5.587 10.608 0.13
H 7.753 8.286 11.764 0.13
H 9.264 9.846 12.626 0.13
H 11.403 6.462 9.918 0.12
C 16.311 9.623 11.380 -0.16
Si 18.071 10.017 11.817 1.15
C 18.454 10.765 13.635 -0.60
C 17.788 12.243 13.744 -0.02
C 19.953 10.873 13.876 -0.11
C 17.838 9.813 14.590 -0.15
C 19.349 10.284 10.402 -0.61
C 20.029 11.691 10.440 -0.07
C 18.600 10.204 9.058 -0.11
C 20.400 9.124 10.657 -0.07
H 15.620 9.790 12.202 0.02
H 16.386 8.576 11.127 0.04
H 16.152 10.169 10.459 0.04
H 18.045 12.754 12.803 0.07
H 18.346 12.723 14.555 0.09
H 16.736 12.244 14.071 0.05
H 20.353 11.675 13.271 0.06
H 20.434 9.923 13.554 0.08
H 20.242 11.098 14.929 0.11
H 16.804 10.054 14.700 -0.02
H 18.405 9.859 15.550 0.11
H 17.871 8.734 14.310 0.09
H 19.383 12.545 10.588 0.08
H 20.467 11.886 9.439 0.10
H 20.833 11.672 11.215 0.08
H 17.894 10.971 8.903 0.07
H 18.084 9.259 8.889 0.08
H 19.368 10.301 8.239 0.11
H 20.936 9.038 9.684 0.10
H 19.944 8.161 10.767 0.06
H 21.121 9.353 11.469 0.08
Cl 15.246 10.998 16.160 0.69
C 13.637 10.547 15.663 -1.53
Cl 12.478 11.197 16.873 0.61
Cl 13.412 8.839 15.622 0.68
C 13.329 10.984 14.201 -0.76
O 14.306 11.281 13.358 -0.20
O 12.138 10.949 13.811 -0.16
C 6.394 15.075 7.682 -0.03
C 7.875 14.752 7.715 -0.25
C 8.305 13.499 8.171 -0.02
C 9.650 13.127 8.162 -0.08
C 10.626 14.007 7.757 -0.38
C 10.221 15.314 7.369 -0.07
C 8.842 15.678 7.332 -0.01
S 12.403 13.622 7.604 1.00
C 12.414 11.826 7.234 -0.24
O 12.945 13.617 9.034 -0.58
H 6.323 16.147 7.629 0.07
H 5.899 14.673 8.527 0.07
H 5.863 14.762 6.759 0.10
H 7.519 12.782 8.307 0.11
H 9.896 12.191 8.632 0.11
H 11.009 16.029 7.283 0.09
H 8.463 16.600 6.832 0.13
H 12.391 11.287 8.280 0.05
H 13.418 11.606 6.758 0.07
H 11.515 11.530 6.666 0.06
```

E_tot = -188120.380 eV
LUMO level = -4.54 eV
HOMO-LUMO gap = 5.23 eV
Energy relative to the best compared isomer or geometry (same formula, charge and spin) = 353.84 kJ/mol
Net charge = +1



2.
Formula: C40H110N10O10
Source: the OMol25 dataset
Level of theory: the ωB97M-V functional and the def2-TZVPD basis

Structure (XYZ):
```
170
Properties=species:S:1:pos:R:3:lowdin_charge:R:1
C 3.946 -5.191 3.398 -0.06
C 2.689 -5.225 4.305 -0.43
C 1.559 -4.210 3.936 -0.18
O 0.445 -4.433 4.823 -0.19
C -0.477 -3.467 4.650 -0.17
N 2.237 -6.605 4.402 0.04
H 3.757 -5.680 2.442 0.07
H 4.731 -5.802 3.843 0.07
H 4.217 -4.156 3.192 0.07
H 2.925 -4.931 5.328 0.13
H 1.241 -4.430 2.917 0.12
H 1.914 -3.179 3.939 0.12
H -1.343 -3.671 5.279 0.09
H -0.734 -3.482 3.591 0.09
H -0.109 -2.537 5.084 0.09
H 1.675 -6.669 5.239 0.07
H 1.571 -6.782 3.663 0.07
C -2.673 -8.644 -9.665 -0.07
C -2.227 -8.170 -8.288 -0.43
C -3.342 -7.406 -7.499 -0.21
O -2.907 -7.161 -6.169 -0.21
C -3.771 -6.296 -5.390 -0.07
N -1.829 -9.383 -7.573 0.04
H -3.193 -7.882 -10.245 0.07
H -3.334 -9.511 -9.646 0.08
H -1.807 -8.927 -10.264 0.08
H -1.360 -7.509 -8.311 0.13
H -4.357 -7.803 -7.466 0.13
H -3.458 -6.533 -8.142 0.11
H -4.418 -6.840 -4.703 0.09
H -4.274 -5.584 -6.045 0.08
H -3.099 -5.710 -4.764 0.07
H -2.543 -10.040 -7.851 0.06
H -1.989 -9.035 -6.638 0.05
C 1.350 6.660 4.932 -0.05
C 1.617 6.184 6.386 -0.42
C 0.794 6.998 7.427 -0.22
O 1.132 8.388 7.380 -0.17
C 0.324 9.166 8.314 -0.09
N 1.202 4.761 6.400 0.03
H 0.279 6.750 4.751 0.08
H 1.896 5.986 4.271 0.07
H 1.793 7.642 4.769 0.07
H 2.642 6.290 6.744 0.13
H 1.014 6.536 8.390 0.11
H -0.257 6.752 7.275 0.12
H 0.209 8.801 9.335 0.08
H -0.700 9.189 7.940 0.08
H 0.607 10.218 8.342 0.08
H 2.008 4.371 5.932 0.05
H 1.293 4.386 7.334 0.06
C -4.212 1.086 -4.878 -0.07
C -5.146 0.107 -4.092 -0.40
C -5.810 0.833 -2.896 -0.24
O -4.858 1.289 -1.972 -0.19
C -5.507 1.910 -0.870 -0.09
N -6.175 -0.293 -5.059 0.01
H -3.499 0.468 -5.424 0.07
H -3.594 1.687 -4.211 0.06
H -4.785 1.765 -5.509 0.07
H -4.581 -0.761 -3.751 0.14
H -6.547 0.134 -2.501 0.12
H -6.396 1.661 -3.296 0.12
H -4.763 2.237 -0.144 0.09
H -6.273 1.226 -0.505 0.08
H -5.992 2.810 -1.248 0.08
H -6.776 0.436 -5.416 0.07
H -5.673 -0.671 -5.850 0.06
C 8.294 4.849 -4.743 -0.06
C 7.219 4.944 -3.688 -0.50
C 6.292 3.682 -3.605 -0.23
O 5.284 3.907 -2.704 -0.19
C 4.310 2.882 -2.752 -0.10
N 7.781 5.180 -2.446 0.03
H 8.931 5.733 -4.724 0.07
H 7.816 4.758 -5.718 0.08
H 8.997 4.035 -4.564 0.08
H 6.583 5.811 -3.869 0.13
H 6.915 2.853 -3.270 0.13
H 5.897 3.374 -4.573 0.12
H 3.668 3.075 -1.892 0.09
H 4.663 1.854 -2.670 0.09
H 3.754 3.006 -3.681 0.09
H 8.096 6.139 -2.426 0.08
H 6.954 5.206 -1.867 0.07
C 1.001 -5.533 -2.036 -0.06
C 0.580 -6.595 -3.091 -0.43
C 1.562 -6.735 -4.242 -0.14
O 1.881 -5.455 -4.946 -0.19
C 0.819 -4.782 -5.494 -0.17
N 0.539 -7.912 -2.400 0.04
H 0.231 -5.486 -1.266 0.07
H 1.076 -4.532 -2.462 0.07
H 1.982 -5.814 -1.652 0.08
H -0.363 -6.229 -3.496 0.12
H 1.148 -7.390 -5.009 0.12
H 2.544 -7.179 -4.081 0.13
H 0.030 -4.472 -4.809 0.08
H 0.396 -5.276 -6.369 0.08
H 1.181 -3.911 -6.041 0.09
H 0.115 -7.661 -1.519 0.06
H 1.509 -8.102 -2.192 0.06
C 2.675 8.976 -1.742 -0.07
C 2.058 8.093 -0.628 -0.43
C 0.842 7.251 -1.102 -0.22
O 0.224 6.709 0.047 -0.18
C -0.975 6.025 -0.276 -0.12
N 3.106 7.262 -0.145 0.03
H 3.576 9.502 -1.428 0.07
H 2.047 9.813 -2.048 0.07
H 2.796 8.451 -2.690 0.07
H 1.717 8.712 0.201 0.14
H 1.159 6.506 -1.832 0.12
H 0.157 7.886 -1.663 0.12
H -1.271 5.673 0.712 0.09
H -1.007 5.184 -0.969 0.08
H -1.738 6.713 -0.639 0.08
H 2.641 6.528 0.369 0.06
H 3.532 6.697 -0.867 0.07
C -7.678 -3.452 -0.583 -0.07
C -7.707 -2.880 0.865 -0.44
C -9.053 -3.251 1.521 -0.21
O -9.319 -2.391 2.617 -0.19
C -10.748 -2.442 2.929 -0.08
N -6.484 -3.335 1.459 0.04
H -8.053 -4.463 -0.744 0.08
H -6.695 -3.350 -1.044 0.07
H -8.315 -2.812 -1.193 0.07
H -7.661 -1.795 0.776 0.13
H -9.259 -4.280 1.814 0.13
H -9.845 -3.092 0.788 0.10
H -11.380 -2.571 2.050 0.08
H -11.125 -1.565 3.455 0.08
H -10.854 -3.257 3.645 0.08
H -5.896 -2.749 0.884 0.07
H -6.494 -2.896 2.368 0.07
C 4.806 1.944 8.045 -0.06
C 4.846 1.300 6.654 -0.42
C 5.589 2.204 5.702 -0.23
O 4.894 3.416 5.435 -0.19
C 5.531 4.296 4.499 -0.09
N 5.639 0.071 6.880 0.02
H 5.818 2.221 8.340 0.08
H 4.540 1.283 8.870 0.07
H 4.197 2.848 8.068 0.07
H 3.921 1.014 6.153 0.13
H 5.794 1.581 4.831 0.12
H 6.566 2.453 6.118 0.13
H 6.499 3.924 4.164 0.08
H 5.671 5.284 4.937 0.08
H 4.990 4.449 3.565 0.08
H 5.285 -0.448 7.670 0.06
H 5.647 -0.587 6.113 0.06
C -0.620 -0.648 -1.325 -0.04
C -0.732 -0.987 0.221 -0.44
C 0.048 -0.059 1.140 -0.16
O 1.449 -0.040 0.721 -0.20
C 2.274 0.763 1.540 -0.14
N -2.136 -0.888 0.430 0.02
H -1.059 0.336 -1.488 0.07
H -1.069 -1.399 -1.975 0.07
H 0.420 -0.509 -1.623 0.07
H -0.429 -2.021 0.385 0.13
H 0.083 -0.462 2.152 0.12
H -0.327 0.947 0.954 0.13
H 2.294 0.530 2.605 0.08
H 2.227 1.843 1.406 0.08
H 3.301 0.518 1.269 0.08
H -2.448 -0.108 -0.132 0.05
H -2.442 -0.812 1.390 0.07
```

E_tot = -78630.054 eV
LUMO level = 0.20 eV
HOMO-LUMO gap = 9.41 eV
Energy relative to the best compared isomer or geometry (same formula, charge and spin) = 551.28 kJ/mol
SMILES = COC[C@H](C)N.COC[C@H](C)N.COC[C@H](C)N.COC[C@H](C)N.COC[C@H](C)N.COC[C@H](C)N.COC[C@H](C)N.COC[C@H](C)N.COC[C@H](C)N.COC[C@H](C)N